# 1
Formula: C44H29CaCl5N5O3PS2
Source: the OMol25 dataset
Level of theory: the ωB97M-V functional and the def2-TZVPD basis

Cartesian coordinates (Å):
1 Ca 0.497 0.081 1.032
2 S -1.851 -1.841 1.261
3 C -1.641 -2.631 2.763
4 C -2.297 -3.848 2.963
5 C -2.306 -4.496 4.194
6 C -3.044 -5.672 4.378
7 N -3.671 -6.632 4.532
8 C -1.599 -3.920 5.279
9 C -0.891 -2.741 5.074
10 C -0.878 -2.079 3.843
11 S 0.037 -0.629 3.741
12 C -1.624 -4.526 6.541
13 N -1.647 -5.023 7.585
14 H -2.833 -4.292 2.129
15 H -0.331 -2.308 5.897
16 O -4.121 5.746 0.439
17 C -4.533 4.498 0.960
18 C -3.412 3.491 0.901
19 C -3.462 2.353 1.706
20 C -2.422 1.440 1.616
21 N -1.391 1.598 0.818
22 C -1.300 2.701 0.066
23 C -2.322 3.664 0.070
24 C -0.085 2.819 -0.730
25 C 0.250 3.966 -1.460
26 C 1.451 4.007 -2.147
27 C 1.835 5.244 -2.919
28 O 1.583 6.440 -2.210
29 C 2.302 2.906 -2.072
30 C 1.885 1.809 -1.333
31 N 0.736 1.763 -0.698
32 H -4.770 6.421 0.694
33 H -5.394 4.113 0.383
34 H -4.855 4.596 2.009
35 H -4.288 2.183 2.392
36 H -2.425 0.523 2.203
37 H -2.275 4.552 -0.552
38 H -0.407 4.830 -1.486
39 H 1.240 5.311 -3.842
40 H 2.897 5.187 -3.206
41 H 1.891 6.314 -1.294
42 H 3.264 2.905 -2.576
43 H 2.489 0.909 -1.249
44 Cl 5.729 4.002 4.992
45 C 4.404 3.358 4.099
46 C 4.512 2.120 3.464
47 Cl 5.996 1.260 3.563
48 C 3.453 1.594 2.751
49 Cl 3.559 0.077 1.968
50 C 2.207 2.282 2.616
51 O 1.241 1.838 1.956
52 C 2.156 3.549 3.273
53 Cl 0.682 4.419 3.102
54 C 3.211 4.069 3.994
55 Cl 3.071 5.604 4.754
56 N 1.611 -1.193 -0.379
57 P 0.798 -1.829 -1.488
58 C -0.376 -3.210 -1.147
59 C -1.617 -3.458 -1.717
60 C -2.336 -4.577 -1.330
61 C -1.815 -5.458 -0.398
62 C -0.569 -5.223 0.159
63 C 0.142 -4.101 -0.215
64 C 1.812 -2.721 -2.756
65 C 1.304 -3.581 -3.723
66 C 2.166 -4.232 -4.589
67 C 3.534 -4.030 -4.491
68 C 4.047 -3.174 -3.532
69 C 3.183 -2.532 -2.663
70 C -0.187 -0.713 -2.571
71 C -1.330 -0.122 -2.040
72 C -1.988 0.878 -2.731
73 C -1.509 1.303 -3.962
74 C -0.361 0.734 -4.488
75 C 0.307 -0.255 -3.789
76 H -2.030 -2.769 -2.448
77 H -3.320 -4.763 -1.755
78 H -2.392 -6.326 -0.090
79 H -0.165 -5.916 0.893
80 H 1.109 -3.862 0.226
81 H 0.233 -3.742 -3.801
82 H 1.772 -4.909 -5.343
83 H 4.204 -4.554 -5.166
84 H 5.119 -3.018 -3.462
85 H 3.539 -1.870 -1.878
86 H -1.698 -0.465 -1.075
87 H -2.885 1.331 -2.316
88 H -2.036 2.074 -4.518
89 H 0.011 1.058 -5.458
90 H 1.219 -0.688 -4.191

## Properties
E_HOMO in hartree: -0.0532
Charge: -2
Energy above the lowest of the compared OMol25 structures with the same formula, charge and spin in kcal/mol: 0.0
LUMO level in eV: 3.27

# 2
Formula: C11H9BrOS
Source: the OMol25 dataset
Level of theory: the ωB97M-V functional and the def2-TZVPD basis

Cartesian coordinates (Å):
1 C 2.370 2.398 1.154
2 C 1.377 2.324 2.146
3 C 1.991 2.019 -0.159
4 C 0.165 1.692 1.962
5 C 0.813 1.349 -0.360
6 C -0.020 1.100 0.717
7 C 0.512 0.873 -1.740
8 C -0.297 -0.172 -2.032
9 C -0.695 -2.821 -0.991
10 C -1.266 -0.796 -1.122
11 C -1.831 -3.617 -0.509
12 O 0.424 -3.028 -1.225
13 S -1.384 -0.034 0.504
14 Br -3.048 -1.082 -2.022
15 H 3.198 3.007 1.301
16 H 1.413 3.050 2.951
17 H 2.615 2.067 -0.995
18 H -0.540 1.595 2.810
19 H 1.220 1.334 -2.362
20 H -0.426 -0.543 -3.009
21 H -2.574 -3.813 -1.200
22 H -2.312 -2.937 0.231
23 H -1.505 -4.568 -0.126

## Properties
E_HOMO in hartree: -0.2768
Energy above the lowest of the compared OMol25 structures with the same formula, charge and spin in kcal/mol: 26.0
LUMO level in eV: 0.21

# 3
Formula: C5H11ClN2
Source: the OMol25 dataset
Level of theory: the ωB97M-V functional and the def2-TZVPD basis

Cartesian coordinates (Å):
1 C -1.164 -1.752 -0.599
2 C -0.517 -0.372 -0.391
3 C -1.305 0.560 0.659
4 C 0.201 0.893 1.206
5 C 0.682 -0.481 0.615
6 H -1.706 -1.680 -1.775
7 H -2.217 -1.818 0.315
8 H -0.114 -2.669 -0.529
9 H -1.868 0.148 1.471
10 H -1.935 1.307 0.361
11 H 0.583 1.733 0.544
12 H -0.025 0.449 3.011
13 H -0.273 2.004 2.616
14 H 0.563 -1.369 1.316
15 H 2.490 0.468 -0.338
16 H 2.027 -1.370 -0.763
17 N 0.448 1.211 2.491
18 N 2.030 -0.599 0.109
19 Cl -0.132 0.319 -1.963

## Properties
E_HOMO in hartree: -0.3335
Energy above the lowest of the compared OMol25 structures with the same formula, charge and spin in kcal/mol: 117.0
LUMO level in eV: 0.70

# 4
Formula: C10H16AlClN2O3P
Source: the OMol25 dataset
Level of theory: the ωB97M-V functional and the def2-TZVPD basis

Cartesian coordinates (Å):
1 C 3.917 -1.370 1.415
2 C 2.616 -1.114 0.401
3 Cl 3.035 -1.967 -1.190
4 C 2.265 0.505 0.225
5 C 0.712 0.872 0.611
6 C 0.728 2.424 1.229
7 N 0.796 3.683 1.610
8 C -0.331 0.893 -0.654
9 C 0.177 2.023 -1.776
10 N 0.853 2.789 -2.594
11 C -1.885 1.275 -0.168
12 C -2.452 0.222 0.978
13 C -3.723 -0.706 0.434
14 O -3.363 -2.155 0.584
15 P -0.477 -0.759 -1.608
16 O -0.329 -2.152 -0.575
17 O 0.563 -0.830 -3.002
18 H 3.567 -1.010 2.488
19 H 4.863 -0.794 1.013
20 H 4.119 -2.529 1.486
21 H 1.689 -1.591 0.981
22 H 2.627 0.941 -0.811
23 H 2.943 1.048 1.044
24 H 0.404 0.180 1.502
25 H -2.553 1.070 -1.136
26 H -1.969 2.401 0.147
27 H -2.827 0.839 1.929
28 H -1.649 -0.539 1.365
29 H -4.032 -0.473 -0.670
30 H -4.601 -0.529 1.202
31 H -3.369 -2.590 -0.320
32 H -0.003 -2.887 -1.172
33 H 0.090 -0.302 -3.729
34 Al -2.401 3.131 -1.236

## Properties
E_HOMO in hartree: -0.7400
Charge: +3
LUMO level in eV: -17.14

# 5
Formula: C39H39BeBrN5O2P
Source: the OMol25 dataset
Level of theory: the ωB97M-V functional and the def2-TZVPD basis

Cartesian coordinates (Å):
1 Be 0.217 1.162 0.846
2 C 3.470 -2.168 1.845
3 C 3.164 -1.430 0.546
4 C 3.788 -0.062 0.440
5 C 5.156 0.088 0.642
6 C 5.768 1.322 0.501
7 C 5.009 2.427 0.170
8 C 3.634 2.331 -0.035
9 C 2.864 3.598 -0.312
10 C 2.840 4.516 0.909
11 C 3.041 1.068 0.085
12 N 1.642 0.928 -0.181
13 C 1.222 0.961 -1.399
14 C -0.189 0.940 -1.583
15 C -1.034 1.144 -2.668
16 C -2.328 1.208 -2.138
17 C -2.200 1.052 -0.761
18 N -0.910 0.870 -0.414
19 H 2.922 -3.112 1.878
20 H 3.183 -1.579 2.717
21 H 4.529 -2.405 1.941
22 H 2.086 -1.345 0.420
23 H 3.516 -2.037 -0.295
24 H 5.750 -0.782 0.892
25 H 6.836 1.419 0.645
26 H 5.482 3.396 0.066
27 H 1.842 3.393 -0.624
28 H 3.349 4.125 -1.140
29 H 2.366 4.019 1.756
30 H 2.277 5.423 0.688
31 H 3.850 4.800 1.209
32 H 1.913 1.037 -2.238
33 H -0.737 1.257 -3.698
34 H -3.249 1.359 -2.675
35 H -2.984 1.054 -0.018
36 Br -2.204 7.990 3.976
37 C -1.915 6.141 3.703
38 C -2.344 5.234 4.662
39 N -2.170 3.925 4.539
40 C -1.543 3.488 3.453
41 C -1.089 4.318 2.434
42 C -1.289 5.685 2.558
43 C -0.430 3.758 1.199
44 O -0.473 4.388 0.159
45 O 0.191 2.641 1.386
46 H -2.847 5.585 5.556
47 H -1.390 2.418 3.375
48 H -0.969 6.357 1.774
49 N -1.845 -0.763 2.060
50 C -0.765 -0.520 2.840
51 C -0.728 -0.961 4.178
52 C 0.360 -0.654 4.950
53 C 1.414 0.086 4.404
54 C 1.303 0.486 3.098
55 N 0.246 0.188 2.318
56 H -2.513 -1.439 2.385
57 H -1.735 -0.661 1.061
58 H -1.563 -1.523 4.573
59 H 0.395 -0.981 5.981
60 H 2.285 0.353 4.982
61 H 2.073 1.079 2.624
62 C -1.585 -2.396 -1.695
63 P -0.290 -2.530 -0.403
64 C 1.035 -3.392 -1.318
65 C 1.651 -4.557 -0.875
66 C 2.752 -5.072 -1.546
67 C 3.248 -4.434 -2.671
68 C 2.635 -3.274 -3.129
69 C 1.543 -2.756 -2.453
70 C -0.926 -3.863 0.676
71 C -0.420 -3.914 1.975
72 C -0.839 -4.891 2.865
73 C -1.788 -5.823 2.471
74 C -2.308 -5.777 1.186
75 C -1.876 -4.808 0.294
76 H -1.374 -1.521 -2.308
77 H -2.550 -2.222 -1.216
78 H -1.655 -3.277 -2.333
79 H 1.276 -5.070 0.003
80 H 3.221 -5.978 -1.186
81 H 4.106 -4.837 -3.192
82 H 3.013 -2.769 -4.008
83 H 1.085 -1.839 -2.808
84 H 0.309 -3.175 2.291
85 H -0.428 -4.921 3.866
86 H -2.123 -6.583 3.165
87 H -3.049 -6.502 0.875
88 H -2.283 -4.790 -0.709

## Properties
E_HOMO in hartree: -0.2939
Energy above the lowest of the compared OMol25 structures with the same formula, charge and spin in kcal/mol: 0.0
LUMO level in eV: 0.33

# 6
Formula: C9H10
Source: the OMol25 dataset
Level of theory: the ωB97M-V functional and the def2-TZVPD basis

Cartesian coordinates (Å):
1 C -1.206 -1.758 1.323
2 C -0.740 -0.836 0.195
3 C -1.417 -0.628 -0.876
4 C -0.663 0.535 -1.680
5 C 0.717 0.093 -1.305
6 C 0.385 0.221 0.031
7 C -0.355 1.527 -0.515
8 C 1.408 0.535 0.994
9 C 2.319 0.515 1.821
10 H -1.791 -2.677 0.659
11 H -1.888 -1.029 2.179
12 H -0.168 -2.085 1.880
13 H -2.611 -0.850 -0.770
14 H -1.046 0.926 -2.551
15 H 1.480 0.957 -1.491
16 H 0.994 -0.949 -1.624
17 H 0.172 2.253 -1.074
18 H -1.069 2.014 0.317
19 H 3.240 0.228 2.550

## Properties
E_HOMO in hartree: -0.3258
Energy above the lowest of the compared OMol25 structures with the same formula, charge and spin in kcal/mol: 149.3
LUMO level in eV: 0.96

# 7
Formula: C7H13NOS2Tl
Source: the OMol25 dataset
Level of theory: the ωB97M-V functional and the def2-TZVPD basis

Cartesian coordinates (Å):
1 Tl 0.819 -1.542 -2.591
2 S 1.764 -3.534 2.074
3 C 0.310 -4.178 1.444
4 C 0.029 -3.607 0.246
5 N 0.941 -2.674 -0.175
6 C 1.905 -2.538 0.694
7 H -0.243 -4.933 1.977
8 H -0.835 -3.825 -0.365
9 H 2.737 -1.859 0.568
10 C -1.413 3.139 -0.850
11 C -2.165 1.909 -0.376
12 S -1.207 0.392 -0.039
13 O -0.766 -0.123 -1.392
14 C 0.304 1.050 0.785
15 C 1.409 1.472 -0.163
16 H -2.120 3.957 -0.982
17 H -0.924 2.959 -1.807
18 H -0.674 3.469 -0.122
19 H -2.880 1.572 -1.128
20 H -2.709 2.098 0.552
21 H 0.633 0.220 1.411
22 H -0.022 1.858 1.441
23 H 1.679 0.653 -0.829
24 H 2.299 1.744 0.404
25 H 1.130 2.322 -0.779

## Properties
E_HOMO in hartree: -0.4700
Charge: +1
LUMO level in eV: -3.40

# 8
Formula: C10H12O2
Source: the OMol25 dataset
Level of theory: the ωB97M-V functional and the def2-TZVPD basis

Cartesian coordinates (Å):
1 C 3.445 0.765 0.095
2 C 2.202 0.070 0.134
3 C 2.051 -1.355 -0.078
4 C 0.845 -1.920 -0.205
5 C -0.330 -1.293 -0.003
6 C -2.602 -1.218 0.471
7 C -2.823 0.326 0.240
8 C -1.467 0.927 -0.401
9 C -0.203 0.158 -0.020
10 C 1.026 0.785 0.212
11 H 3.665 1.355 0.994
12 H 3.690 1.526 -0.648
13 H 4.376 0.058 -0.154
14 H 3.087 -1.764 -0.152
15 H 0.906 -2.950 -0.061
16 H -2.210 -1.395 1.459
17 H -3.553 -1.718 0.262
18 H -3.715 0.475 -0.440
19 H -3.109 0.865 1.042
20 H -1.546 0.840 -1.551
21 H -1.796 2.929 -0.887
22 H 1.073 1.895 0.201
23 O -1.599 -1.692 -0.463
24 O -1.412 2.332 -0.048

## Properties
E_HOMO in hartree: -0.3059
Energy above the lowest of the compared OMol25 structures with the same formula, charge and spin in kcal/mol: 58.4
LUMO level in eV: 0.60
SMILES string: Cc1ccc2c(c1)[C@H](O)CCO2

# 9
Formula: C33H37AsBN6SSr
Source: the OMol25 dataset
Level of theory: the ωB97M-V functional and the def2-TZVPD basis

Cartesian coordinates (Å):
1 Sr -1.114 -0.200 -0.283
2 C 2.407 1.383 4.328
3 C 1.475 0.474 3.597
4 C 0.791 -0.614 4.109
5 C 0.100 -1.144 3.014
6 N 0.322 -0.418 1.929
7 N 1.172 0.575 2.286
8 B 2.047 1.324 1.221
9 N 2.652 0.237 0.302
10 N 1.886 -0.629 -0.401
11 C 2.719 -1.381 -1.104
12 C 4.052 -1.007 -0.853
13 C 3.963 0.030 0.049
14 C 5.071 0.813 0.675
15 C 2.251 -2.454 -2.001
16 C 0.955 -2.966 -1.879
17 C 0.531 -3.994 -2.703
18 C 1.378 -4.519 -3.667
19 C 2.654 -3.995 -3.813
20 C 3.089 -2.973 -2.981
21 N 1.294 2.326 0.316
22 N 0.491 1.873 -0.667
23 C 0.002 2.966 -1.288
24 C 0.470 4.124 -0.656
25 C 1.312 3.671 0.343
26 C 2.175 4.482 1.254
27 C -1.076 2.975 -2.309
28 C -2.302 3.576 -1.985
29 C -3.439 3.305 -2.732
30 C -3.335 2.591 -3.933
31 C -2.097 2.142 -4.343
32 C -0.992 2.270 -3.503
33 C -0.670 -2.395 2.917
34 C -1.411 -2.893 3.980
35 C -2.094 -4.095 3.852
36 C -2.012 -4.822 2.673
37 C -1.246 -4.345 1.619
38 C -0.577 -3.136 1.730
39 H 2.284 1.244 5.400
40 H 3.446 1.156 4.078
41 H 2.221 2.427 4.080
42 H 0.821 -0.985 5.119
43 H 2.898 1.924 1.796
44 H 4.957 -1.438 -1.247
45 H 6.029 0.453 0.308
46 H 4.985 1.874 0.434
47 H 5.050 0.712 1.762
48 H 0.299 -2.485 -1.180
49 H -0.473 -4.390 -2.594
50 H 1.042 -5.325 -4.305
51 H 3.309 -4.379 -4.584
52 H 4.080 -2.560 -3.118
53 H 0.239 5.143 -0.919
54 H 2.035 5.538 1.036
55 H 1.935 4.308 2.303
56 H 3.224 4.232 1.096
57 H -2.382 4.149 -1.068
58 H -4.404 3.665 -2.390
59 H -4.226 2.350 -4.496
60 H -2.005 1.550 -5.243
61 H -0.080 1.729 -3.725
62 H -1.468 -2.338 4.909
63 H -2.684 -4.468 4.680
64 H -2.536 -5.764 2.581
65 H -1.140 -4.930 0.713
66 H 0.041 -2.730 0.946
67 C -5.300 0.951 -1.144
68 As -3.454 0.639 -1.106
69 C -2.301 1.513 0.150
70 C -3.431 -0.862 0.173
71 S -2.202 -0.415 -2.326
72 H -5.487 1.843 -0.549
73 H -5.806 0.107 -0.684
74 H -5.667 1.088 -2.157
75 H -2.562 2.498 0.519
76 H -1.476 1.537 -0.552
77 H -2.275 0.809 0.979
78 H -3.931 -0.549 1.093
79 H -2.476 -1.317 0.405
80 H -4.021 -1.661 -0.267

## Properties
E_HOMO in hartree: -0.3726
Charge: +1
Energy above the lowest of the compared OMol25 structures with the same formula, charge and spin in kcal/mol: 117.4
LUMO level in eV: -3.53

# 10
Formula: H2O2P
Source: the OMol25 dataset
Level of theory: the ωB97M-V functional and the def2-TZVPD basis

Cartesian coordinates (Å):
1 O -0.720 -2.113 -0.979
2 O 0.479 2.231 0.736
3 P -0.386 -1.475 0.348
4 H 0.128 1.949 -0.017
5 H 0.499 -0.591 -0.087

## Properties
E_HOMO (spin up / spin down) in hartree: -0.0442 / -0.1022
Charge: -1
<S²>: 2.0111
Energy above the lowest of the compared OMol25 structures with the same formula, charge and spin in kcal/mol: 8.9
LUMO level (spin up / spin down) in eV: 4.78 / 1.42
Spin multiplicity: 3

# 11
Formula: C2H3NO3P
Source: the OMol25 dataset
Level of theory: the ωB97M-V functional and the def2-TZVPD basis

Cartesian coordinates (Å):
1 C 1.106 -1.480 -0.294
2 C 2.572 0.612 0.052
3 N 1.319 -0.164 -0.127
4 O 2.232 1.816 -0.029
5 O 1.896 -2.389 -0.199
6 O 3.634 0.084 0.243
7 P 0.197 1.120 -0.438
8 H 0.034 -1.678 -0.542
9 H -0.932 0.222 -0.301
10 H -0.001 1.535 0.885

## Properties
E_HOMO in hartree: -0.1637
Charge: -1
Energy above the lowest of the compared OMol25 structures with the same formula, charge and spin in kcal/mol: 40.8
LUMO level in eV: 4.16

# 12
Formula: C12H12N3OPSZr
Source: the OMol25 dataset
Level of theory: the ωB97M-V functional and the def2-TZVPD basis

Cartesian coordinates (Å):
1 C -2.020 -1.063 4.258
2 C -2.352 -1.551 2.958
3 C -2.682 -2.022 1.387
4 C -2.012 -0.814 0.446
5 C -0.496 -1.049 -0.134
6 C 0.179 0.158 -1.015
7 C 1.736 -0.024 -1.579
8 C 2.676 -0.951 -0.586
9 C 3.400 -0.442 0.796
10 N 2.891 -2.257 -0.990
11 C -0.707 1.518 -1.293
12 P 0.066 2.909 -2.349
13 O -0.951 4.131 -2.498
14 C -2.220 1.687 -0.685
15 N -3.228 2.816 -0.745
16 S -4.712 2.424 0.158
17 N -4.348 0.792 0.745
18 C -2.944 0.520 0.219
19 H -1.562 -0.309 5.062
20 H -3.853 -2.069 1.273
21 H -2.181 -3.069 1.202
22 H 0.017 -2.087 0.124
23 H 2.207 1.069 -1.535
24 H 1.749 -0.389 -2.698
25 H 4.399 -1.052 1.020
26 H 2.725 -0.501 1.755
27 H 3.724 0.675 0.664
28 H 3.503 -2.677 -0.248
29 H 0.377 2.336 -3.659
30 H 1.350 3.398 -1.836
31 Zr 5.271 -2.107 -0.218

## Properties
E_HOMO in hartree: -0.7545
Charge: +4
Energy above the lowest of the compared OMol25 structures with the same formula, charge and spin in kcal/mol: 234.8
LUMO level in eV: -16.86